{
  "formula": "C3H10O4",
  "method": "ωB97M-V/def2-TZVPD",
  "symbols": ["C", "C", "C", "O", "O", "H", "H", "H", "H", "H", "H", "O", "H", "H", "O", "H", "H"],
  "positions_angstrom": [[-0.7568, 0.0720, -1.5583], [-0.7156, 0.6692, -0.0749], [0.3238, 0.0833, 0.8264], [0.2202, 0.2867, 2.0331], [1.2613, -0.7186, 0.1200], [-1.7805, 0.5608, -2.0599], [0.1586, 0.3545, -2.1274], [-0.8466, -0.9740, -1.5918], [-1.6379, 0.4843, 0.3653], [-0.5407, 1.7386, -0.0664], [2.1776, -0.3025, 0.0215], [3.4145, 0.2754, -1.1604], [4.3278, -0.2293, -1.4720], [2.9993, 0.5513, -2.0140], [-3.0868, -1.3062, 2.8851], [-2.1466, -1.3041, 2.9940], [-3.3715, -0.2413, 2.8797]],
  "atomic_forces_ev_per_a": [[-1.8, 3.7, -0.1], [1.3, -1.1, -2.7], [0.2, -0.3, 1.0], [1.3, -1.0, -2.3], [0.0, 1.6, 1.5], [2.9, -1.3, 1.0], [-0.9, 0.0, 0.3], [-0.2, -1.3, 0.2], [-1.7, -0.2, 0.9], [-0.1, 0.3, -0.2], [-1.3, -0.6, 0.3], [3.3, -1.5, -2.2], [-3.7, 2.0, 1.2], [0.5, -0.4, 1.0], [-2.3, 4.3, -0.2], [1.0, 0.3, 0.1], [1.4, -4.5, 0.1]],
  "lowdin_charge": [-0.081, -0.150, -0.449, 0.081, 0.001, 0.128, 0.058, 0.035, 0.077, 0.119, 0.089, -0.124, 0.160, 0.062, -0.131, -0.014, 0.140],
  "homo_ev": -10.23,
  "de_lowest_ev": 1.864,
  "lumo_ev": 0.10
}